12
Properties=species:S:1:pos:R:3:forces:R:3 method="wB97M-V/def2-TZVPD" total_energy_ev=-12294.7533 relative_energy_ev=4.242 homo_ev=-8.2 smiles=Oc1cnn(O)c1O
O -0.453313 -1.150073 1.849298 0.6171 -0.7020 0.8782
C -0.484980 -0.624231 0.611135 1.3208 2.0753 -0.3725
C -1.550260 -0.278090 -0.270691 2.4321 -1.5447 3.2584
N -1.162680 0.442609 -1.251151 2.2338 1.5745 -1.3126
N 0.145137 0.640367 -0.992439 0.4792 1.2792 -1.9106
O 0.844699 1.199352 -2.078478 0.2106 -0.3048 1.0816
C 0.673299 0.082461 0.141443 -1.9595 -2.0797 -1.0250
O 2.031677 -0.079063 0.317556 -1.8858 0.6025 -3.1785
H -1.269468 -1.494490 2.196130 -0.5921 -0.0625 -0.2710
H -2.503267 -0.525645 -0.027481 -2.8953 -0.5974 -0.0478
H 1.469448 1.847726 -1.698614 -0.4289 -0.3185 -0.0189
H 2.259709 -0.060923 1.203291 0.4681 0.0781 2.9189

12
Properties=species:S:1:pos:R:3:forces:R:3 method="wB97M-V/def2-TZVPD" total_energy_ev=-12296.7083 relative_energy_ev=2.287 homo_ev=-9.3 smiles=Nc1c(O)noc1O
N -0.754940 -1.468939 -0.003512 -0.2254 -1.5192 -0.0036
C -0.113314 -0.245180 -0.026673 0.2218 0.1983 0.2995
C -0.614120 0.784811 0.805743 0.2144 1.6441 -0.3417
O -1.783452 0.739043 1.453552 0.5843 0.0021 0.1062
N 0.107191 1.872288 0.772312 -0.6069 0.1593 0.0788
O 1.116895 1.586736 -0.161962 0.1314 -0.8087 0.1681
C 0.984105 0.314929 -0.575748 1.7212 0.7855 -0.7629
O 1.998651 -0.107399 -1.395824 -1.7921 -0.5760 0.8675
H -1.107825 -1.779733 -0.890330 -0.0244 -0.1462 -0.2679
H -0.224327 -2.214820 0.441468 -0.1589 0.2016 -0.1984
H -2.118557 -0.137120 1.237152 -0.3479 -0.4753 0.1200
H 2.509694 0.655384 -1.656179 0.2824 0.5346 -0.0656

12
Properties=species:S:1:pos:R:3:forces:R:3 method="wB97M-V/def2-TZVPD" total_energy_ev=-12291.8703 relative_energy_ev=7.125 homo_ev=-9.6
C 1.681894 1.274308 -0.629342 -1.8754 -0.5663 2.6538
C -1.474482 -0.673528 0.418016 -1.5853 -0.1976 -0.7986
C -0.804588 0.153601 -0.689291 1.1305 1.7384 2.3550
N 2.541350 1.831654 -1.081695 2.6194 1.9787 -2.0232
N 0.774256 0.608400 0.146015 -3.3371 -2.8416 -1.3240
O 0.470969 0.813822 1.357242 2.1727 0.5570 -0.1830
O 1.374080 -0.854869 -0.301710 -0.2354 0.6965 0.1548
O -0.973838 0.801570 -1.632421 -0.6830 -0.9470 -0.4737
H -2.640856 -0.482284 0.373563 2.4954 0.0538 0.3061
H -0.952754 -0.498572 1.437294 -1.1550 -0.2107 -2.0541
H -1.397878 -1.712278 0.045998 0.2140 0.3062 0.4619
H 1.401848 -1.261827 0.556330 0.2392 -0.5672 0.9249

13
Properties=species:S:1:pos:R:3:forces:R:3 method="wB97M-V/def2-TZVPD" total_energy_ev=-21589.2240 charge=-1 relative_energy_ev=1.719 homo_ev=-4.7
H -0.723971 -2.466066 -0.636433 -0.6599 0.0072 -0.3825
N -0.635955 -1.744593 0.049572 3.2322 1.6490 2.0014
C -1.556475 -0.812968 0.178197 0.8469 -1.0256 -1.4405
O -2.610056 -0.835531 -0.444762 -1.4987 1.1111 0.1758
N -1.239181 0.281716 1.070085 -0.7910 0.5468 1.1185
C -0.422399 1.210433 0.791170 -1.4165 -3.2428 -3.2744
C 0.398034 1.088108 -0.440986 0.8679 -2.5187 0.4035
P 1.639039 -0.216945 0.044729 -0.9543 0.4578 -0.6998
O 2.234568 -0.772090 -1.154065 0.5937 -0.7871 -1.1250
O 2.287374 -0.078208 1.338134 -0.1106 -0.0479 1.0860
H -0.259955 2.037430 1.352355 0.2711 2.2556 2.3032
H 0.026567 0.414258 -1.208523 -1.0154 0.4202 -0.1726
H 0.862416 1.894459 -0.939477 0.6345 1.1744 0.0062

11
Properties=species:S:1:pos:R:3:forces:R:3 method="wB97M-V/def2-TZVPD" total_energy_ev=-19034.9960 relative_energy_ev=4.052 homo_ev=-8.6
C -1.061457 -0.059618 -0.063271 -1.0448 0.7471 -0.9747
C -0.523916 1.207817 -0.079088 0.6772 -4.2190 -0.3604
C 1.142098 -0.370294 -0.246147 1.1329 -3.4298 -0.0836
H -2.960657 -1.308705 0.776326 0.0818 0.9077 -0.9570
H -1.065402 2.117748 0.168210 0.7261 -0.0792 -0.4332
H 1.748686 1.651663 0.442935 -3.0895 -2.7112 -3.7315
H 2.498553 -1.891302 0.124180 -1.1145 3.0812 -0.7556
N 0.887036 0.939873 -0.470320 1.1004 5.6962 4.5095
N 2.335355 -0.808890 -0.066376 -1.2257 -2.4946 0.4806
O -0.142284 -1.127103 -0.345188 1.0494 3.3906 0.9797
S -2.858011 -0.351190 -0.241264 1.7066 -0.8889 1.3262

11
Properties=species:S:1:pos:R:3:forces:R:3 method="wB97M-V/def2-TZVPD" total_energy_ev=-19033.5254 relative_energy_ev=5.523 homo_ev="-8.6 / -8.6"
C 0.084663 1.045862 -2.235241 -0.4565 0.9490 1.3268
C -0.218337 0.250560 0.296953 0.8828 -0.2249 -0.8597
C -0.511602 -0.418078 1.558598 -1.3431 0.7973 3.2219
N 1.192292 0.451391 -1.947760 -0.3522 -2.2470 0.8898
N 1.577485 -0.249459 -1.061805 -0.7692 1.6760 -0.4321
O 0.526785 -1.239409 2.047911 0.3359 -0.4417 -1.5235
S -0.917971 1.251628 -0.693834 -0.0188 -0.5687 -0.5320
H -0.333174 1.455045 -3.130013 0.5206 0.2303 -0.3009
H -0.748570 0.244964 2.532312 0.2042 -0.8921 -2.4915
H -1.402767 -1.092822 1.419570 0.3365 0.8784 -0.1624
H 0.751195 -1.699682 1.213307 0.6597 -0.1566 0.8637

11
Properties=species:S:1:pos:R:3:forces:R:3 method="wB97M-V/def2-TZVPD" total_energy_ev=-19036.6046 relative_energy_ev=2.444 homo_ev=-9.4 smiles=Cc1nnc(S)o1
C -0.296516 1.775912 -0.632347 -0.3894 5.5181 -1.5145
C 0.213151 0.537626 -0.296817 0.9763 -4.8434 1.0603
N 1.439624 0.231145 -0.204431 1.7176 -1.3092 0.9541
N 1.556346 -1.117779 0.326385 -2.4914 0.7210 -1.3019
C 0.302319 -1.544642 0.339564 1.9828 0.8284 1.2232
S -0.154973 -3.157424 1.048130 -2.7387 2.4759 0.2079
O -0.572590 -0.559529 0.006772 -0.8631 -0.4615 0.0835
H 0.651772 2.279868 -1.148088 -2.3044 -0.8056 0.6932
H -1.221248 1.769637 -1.337034 1.6619 0.1487 1.4544
H -0.403659 2.452326 0.315596 -0.4327 -1.2701 -1.6959
H -1.514226 -2.667140 1.582269 2.8811 -1.0022 -1.1643

11
Properties=species:S:1:pos:R:3:forces:R:3 method="wB97M-V/def2-TZVPD" total_energy_ev=-19035.2041 relative_energy_ev=3.844 homo_ev=-9.1 smiles="C1=NOC=NSC1"
C -0.018807 -1.173814 0.386958 -2.9598 0.5235 0.9704
N -1.264652 -0.776787 0.220662 2.5364 0.3168 0.3855
O -1.347525 0.704537 0.395609 0.7773 -0.6989 -1.2781
C -1.054353 1.136805 -0.913320 -1.5034 0.0609 -1.1528
N 0.081303 1.110575 -1.501013 -1.1337 0.0040 1.0518
S 1.509980 0.544617 -0.818610 -0.2740 0.2231 0.2607
C 1.118101 -0.294230 0.797597 1.2040 -0.1930 -0.6738
H -0.031592 -2.255564 0.291383 0.7682 -0.0134 -0.1371
H -2.042310 1.409946 -1.519469 2.4264 -0.2927 1.2995
H 0.929955 0.374472 1.638297 -0.3947 0.0714 -0.3571
H 2.119902 -0.780557 1.021904 -1.4469 -0.0017 -0.3689

11
Properties=species:S:1:pos:R:3:forces:R:3 method="wB97M-V/def2-TZVPD" total_energy_ev=-19038.0062 relative_energy_ev=1.042 homo_ev=-8.6 smiles="Cn1ncoc1=S"
C 1.160065 -0.514332 1.010628 0.4019 0.0016 -0.5618
N 0.067807 -0.082231 0.170593 -0.1419 0.1028 -0.1247
N -1.239075 -0.180120 0.583855 -0.2743 0.3078 -0.6054
C -1.893636 0.304649 -0.410602 0.5561 -0.2592 0.4153
O -1.112673 0.710296 -1.441723 -0.1580 -0.0751 0.1560
C 0.176686 0.455487 -1.060692 0.4033 0.0212 0.0045
S 1.522540 0.768875 -1.952909 -0.3040 -0.0816 0.2045
H 1.744253 -1.264974 0.453811 -0.1171 0.2913 0.3246
H 1.803131 0.345273 1.242360 -0.1412 -0.3021 0.0074
H 0.726022 -0.944839 1.899765 -0.0068 -0.0501 0.2068
H -2.955119 0.401917 -0.495087 -0.2182 0.0433 -0.0272

11
Properties=species:S:1:pos:R:3:forces:R:3 method="wB97M-V/def2-TZVPD" total_energy_ev=-19033.3452 relative_energy_ev=5.703 homo_ev="-8.3 / -8.3"
C -0.275707 -1.487176 0.126100 -1.2677 4.1225 -0.4445
C -1.261715 -0.587870 -0.256424 1.1263 -1.8295 -0.0208
C 0.895329 -0.696782 0.175983 2.4279 0.1424 -0.9606
N -0.755412 0.654383 -0.528262 0.4366 0.3142 0.6614
N 0.564472 0.588612 -0.340986 1.4208 2.6269 0.8927
O 1.304555 1.881295 1.018375 -1.0640 -1.9656 -1.2149
S 2.528810 -1.064079 0.286441 -1.5118 0.1216 0.3602
H -0.385444 -2.495427 0.240949 -0.2143 -2.2375 0.5681
H -2.195784 -0.932387 -0.574545 -1.5701 0.2121 -0.2438
H -1.137240 1.510445 -0.984855 0.2954 -1.5603 0.5304
H 0.718135 2.628988 0.837226 -0.0790 0.0532 -0.1284

11
Properties=species:S:1:pos:R:3:forces:R:3 method="wB97M-V/def2-TZVPD" total_energy_ev=-19034.7400 relative_energy_ev=4.308 homo_ev=-8.4
C 1.952280 0.497490 -0.476564 -1.6765 1.2271 1.3826
C -0.716693 1.131366 0.740643 0.7178 -0.0471 -1.8350
C -1.185383 -1.062419 0.010876 0.5563 -3.2375 1.5365
N 0.742492 -0.123205 -0.739697 2.3445 0.5538 -0.5088
N -0.389705 0.152784 -0.056818 -1.0443 1.3968 2.6992
O 2.234802 1.488497 0.249997 -0.8943 -2.4243 -1.5906
S -1.283265 2.483245 1.246275 0.3099 -0.8569 0.0505
H 2.616503 -0.187843 -1.012044 0.9390 0.6513 -0.0367
H -0.434283 -1.856087 -0.305644 -1.0426 0.9910 0.4297
H -1.567241 -1.418363 1.044635 0.6294 1.2909 -1.5217
H -1.969507 -1.105464 -0.701658 -0.8392 0.4548 -0.6057

11
Properties=species:S:1:pos:R:3:forces:R:3 method="wB97M-V/def2-TZVPD" total_energy_ev=-19036.5171 relative_energy_ev=2.531 homo_ev=-7.6 smiles="Oc1c[nH]c(=S)[nH]1"
O -0.158009 2.687932 0.642966 -4.2383 3.5557 -0.8503
C -0.301979 1.501251 -0.043147 0.2868 2.1075 2.2322
C -1.148674 0.955291 -0.924146 0.1979 -0.2468 -0.6332
N -0.731101 -0.402235 -0.966943 1.5889 2.2527 3.8865
C 0.158196 -0.731434 0.136531 0.3317 0.1360 -3.8343
S 0.829813 -2.346060 0.246200 -0.8691 2.6804 0.5487
N 0.520348 0.575712 0.577857 2.2815 -3.5805 0.5748
H -1.076691 3.403405 0.616629 4.1543 -3.6648 -0.2701
H -1.996553 1.370314 -1.544870 1.3725 -0.6085 1.0437
H -1.258265 -0.994486 -1.490485 -1.2728 -2.6484 -1.2491
H 1.548579 0.689284 1.043973 -3.8335 0.0168 -1.4489

12
Properties=species:S:1:pos:R:3:forces:R:3 method="wB97M-V/def2-TZVPD" total_energy_ev=-29871.5652 relative_energy_ev=2.578 homo_ev=-8.9 smiles="S=CN/N=C/OC=S"
S 1.849316 -1.444327 -3.332745 -0.6473 -0.1044 0.3020
C 0.869063 -1.057928 -2.062753 0.6458 -0.2242 -0.4617
N 1.322103 -0.268832 -1.084329 -1.6184 0.0588 1.5167
N 0.606570 0.198365 0.049859 -0.2474 -0.8786 -0.7914
C -0.375535 -0.514428 0.436278 0.6392 -0.2079 -0.1117
O -1.162422 -0.131020 1.473979 -0.1099 0.5535 -0.1550
C -1.168881 1.214260 1.808023 0.3363 -1.1764 0.0876
S -1.913982 1.743018 3.092498 -0.4627 0.2717 0.5336
H -0.161742 -1.423735 -1.927000 0.4645 0.3043 -0.2883
H 2.254676 0.067346 -1.098647 0.6821 0.3217 -0.2528
H -0.658476 -1.517350 0.074891 0.1246 0.5917 0.1537
H -0.549022 1.784663 1.154856 0.1930 0.4897 -0.5326

12
Properties=species:S:1:pos:R:3:forces:R:3 method="wB97M-V/def2-TZVPD" total_energy_ev=-29868.5378 relative_energy_ev=5.606 homo_ev=-9.0
C -0.330942 -1.171875 0.011892 -3.4846 0.5061 1.2630
C -1.493851 -0.023232 -0.069723 1.7331 -2.2984 0.1876
C 0.637780 1.012892 -0.289902 1.0787 3.2305 2.6497
H 2.775586 0.326729 0.199327 -0.0045 -1.5358 0.0084
H -0.864381 -2.450959 -0.329800 2.2829 4.5000 0.7005
H -0.310491 -1.148913 1.486744 0.8937 -0.2495 -4.6374
H -1.187814 2.033943 -0.241391 -0.6367 0.6164 0.2658
N 0.818937 -0.334657 -0.902558 0.3797 -1.1089 5.6089
N -0.813255 1.148461 0.016979 3.0322 -0.5588 -1.3849
O 1.473391 1.964347 0.111157 -4.4004 -5.7952 -3.0794
S 2.361897 -1.018148 0.053671 -0.4659 2.4453 -1.4923
S -3.066857 -0.338586 -0.046395 -0.4081 0.2483 -0.0899

10
Properties=species:S:1:pos:R:3:forces:R:3 method="wB97M-V/def2-TZVPD" total_energy_ev=-16988.7752 relative_energy_ev=2.716 homo_ev=-9.0 smiles="C1=NN=CSC1"
C -0.994087 -0.665359 -0.404984 -1.5728 0.8359 1.1778
N -0.276801 -0.392152 -1.412972 -3.3078 -1.1636 -0.6658
N 0.965295 -0.042791 -1.343824 2.9069 0.9955 0.3967
C 1.355825 0.867667 -0.508788 0.8884 -0.3576 -0.7517
S 0.292027 1.332658 0.835389 0.1531 -0.4436 -0.1391
C -0.514824 -0.377047 0.996714 0.7375 1.9045 -1.5530
H -2.145077 -0.753661 -0.422046 2.0222 -0.2711 -0.9236
H 2.428945 1.245909 -0.737343 -2.0707 -0.3820 1.0787
H 0.258617 -0.976265 1.385074 0.5967 -1.0614 0.5516
H -1.369921 -0.238958 1.612780 -0.3534 -0.0566 0.8285

10
Properties=species:S:1:pos:R:3:forces:R:3 method="wB97M-V/def2-TZVPD" total_energy_ev=-16964.8492 charge=+2 relative_energy_ev=0.885 homo_ev="-21.3 / -21.3"
C -2.118409 2.845257 0.275315 -1.7763 4.3653 0.4629
C -1.170898 0.518444 0.050110 0.9115 2.5526 -0.9939
C 0.271451 0.292330 -0.125690 -0.1500 2.7000 1.4537
N -1.666754 1.785779 0.161183 1.9563 -7.3445 -0.4033
N -1.917251 -0.618058 -0.076579 -4.0986 -0.0257 0.5079
S -3.656801 -0.844984 -0.103757 3.5559 0.6805 0.0737
H 0.497824 -0.587163 -0.646752 0.4577 -1.0690 -1.3179
H 0.680701 0.085665 0.865694 0.0348 -0.1735 0.8838
H 0.841750 1.252714 -0.317754 -0.7181 -1.1109 -0.4763
H -1.340378 -1.456739 -0.048918 -0.1732 -0.5747 -0.1907

11
Properties=species:S:1:pos:R:3:forces:R:3 method="wB97M-V/def2-TZVPD" total_energy_ev=-27825.2095 relative_energy_ev=1.580 homo_ev=-9.4 smiles="CSC(=S)NC#N"
C -0.709935 -0.868843 -0.472166 -3.4912 2.9605 -0.6146
S -0.342005 0.893689 0.077184 0.7790 -1.2478 0.1531
C 1.380943 0.896133 0.596592 -0.3455 0.5274 -0.1364
S 2.415215 -0.329166 0.822900 -0.3496 -0.0298 -0.1112
N 1.776077 2.230648 0.819569 -1.2530 -0.8552 -0.2576
C 2.986519 2.628673 1.124838 3.1243 0.4467 0.5034
N 4.040801 3.073792 1.319753 -1.0860 -0.4789 -0.0214
H -1.016453 -0.729224 -1.513844 0.5427 -0.1302 -0.0390
H -1.677611 -1.192558 -0.024492 0.9827 0.2708 0.3577
H 0.022697 -1.568441 -0.384759 2.3299 -1.5881 0.5522
H 1.248541 3.027472 0.543520 -1.2332 0.1245 -0.3863

11
Properties=species:S:1:pos:R:3:forces:R:3 method="wB97M-V/def2-TZVPD" total_energy_ev=-27822.5174 relative_energy_ev=4.272 homo_ev=-8.6
C 2.713988 -0.303407 0.277573 0.7251 -2.7089 0.1635
C 0.223002 -0.474077 0.384690 -1.4020 1.4261 0.0911
C -2.476175 0.605421 -0.283114 5.5980 3.7556 -1.0062
N 2.475698 0.828697 0.666748 1.2254 0.7130 -0.1157
N 2.641099 -1.504874 0.151348 0.6868 1.5900 1.3291
S 0.831667 1.061740 0.373770 -2.1309 0.1110 -0.2037
S -1.387145 -0.788476 0.190774 -0.1093 -0.7382 -0.0252
H -2.243511 0.834724 -1.405820 -0.5723 -0.2578 2.0613
H -2.187213 1.577997 0.365983 -0.9365 -2.2270 -1.4929
H -3.424477 0.306598 -0.163742 -3.5124 -0.9917 0.5493
H 2.833070 -2.144342 -0.558213 0.4283 -0.6719 -1.3505

11
Properties=species:S:1:pos:R:3:forces:R:3 method="wB97M-V/def2-TZVPD" total_energy_ev=-18481.6115 charge=-1 relative_energy_ev=0.870 homo_ev=-2.4 smiles=Nn1cncc1[S-]
N 0.069588 -1.825815 0.101549 -0.9428 -1.4834 -0.0709
N 0.211172 -0.435470 -0.007671 -1.4538 -0.3093 1.2474
C 1.369922 0.274545 -0.058275 -0.7013 0.2085 -0.3516
N 1.104427 1.540864 -0.154051 2.4021 0.4538 0.3762
C -0.207466 1.710979 -0.044541 -2.2433 1.4296 -1.2097
C -0.868748 0.478840 0.054715 0.8874 0.1797 -0.7286
S -2.478287 -0.085804 0.016793 -0.5500 -0.0461 0.1568
H -0.704919 -2.143648 -0.560016 1.2329 1.0094 1.0462
H -0.288171 -2.174412 1.045794 0.5589 1.4205 -1.4354
H 2.346743 -0.099238 -0.033583 0.9888 -0.9297 -0.0603
H -0.554259 2.759161 -0.360718 -0.1791 -1.9330 1.0299

11
Properties=species:S:1:pos:R:3:forces:R:3 method="wB97M-V/def2-TZVPD" total_energy_ev=-18469.5817 charge=+1 relative_energy_ev=2.474 homo_ev=-14.4
C -0.960684 2.497542 0.304386 -0.5735 0.6798 0.5081
C 2.338356 -0.113483 0.254369 4.3527 1.3157 0.7510
C -0.925917 -1.448150 -0.370404 -0.1629 -0.1228 2.6378
N -1.035399 1.439328 -0.100207 0.3540 -0.8126 -0.4503
N 1.206473 -0.583041 0.212878 -2.3406 -0.4853 0.6803
N 0.389776 -1.051441 -0.562536 1.6330 0.4384 -2.4841
S 3.782926 0.436105 0.566320 -2.8525 -0.9455 -0.5844
H -1.081355 3.450212 0.756109 0.2459 0.4270 0.0178
H -1.190701 -1.482283 0.698135 -0.2941 -0.0360 -0.4015
H -0.969723 -2.403472 -0.855414 -0.3220 -0.6321 -0.3802
H -1.553747 -0.741320 -0.903636 -0.0401 0.1735 -0.2945